[1]
C7H13Cl2 | ωB97M-V/def2-TZVPD

Geometry as ORCA input:
```
! RIJCOSX wB97M-V def2-TZVPD def2/J DEFGRID3
* xyz 0 2
C 0.68263 0.72895 -0.29333
H -1.49759 1.16302 0.05572
H 1.26550 -1.44092 -0.17090
H -0.66549 -2.26788 2.25895
H -0.43206 1.48375 1.48877
H -0.54589 -0.68250 3.03242
H 1.23810 0.25561 -2.34247
H -2.05196 -1.18425 2.25699
H 2.00252 1.95709 0.95448
H -0.36714 -0.31132 -1.87894
Cl -3.68230 -3.61803 -2.42742
C -0.59589 0.86008 0.60165
C 0.96304 -0.60779 0.47491
Cl -2.49004 -2.12504 -3.19396
C -0.50695 -0.63576 0.87158
H 1.36616 2.78801 -0.46477
H 2.64500 1.59967 -0.64756
C 0.34523 0.50615 -1.77163
H -0.09718 1.40018 -2.20863
H 1.65125 -0.48155 1.31949
C -0.96199 -1.21922 2.17918
C 1.73504 1.83172 -0.09454
*
```

Expectation value of S²: 0.75
Total energy (eV): -32511.484
Orbital gap (alpha / beta) (eV): 6.45 / 8.86

=====

[2]
C3H6Cl2O3 | ωB97M-V/def2-TZVPD

Geometry as ORCA input:
```
! RIJCOSX wB97M-V def2-TZVPD def2/J DEFGRID3
* xyz 0 1
H -1.93642 1.24342 -0.58120
C 3.02327 -0.77013 -0.18010
O -2.25710 0.38327 -0.48384
Cl -5.69779 1.05287 2.14481
H 0.78743 -1.02603 -0.03111
O 0.43991 0.81028 -0.95503
C -1.27901 -0.53931 -0.07134
H 4.63255 0.24343 -0.54165
H 1.10607 0.49551 -1.45589
H -1.75691 -1.42998 0.40353
C -0.03620 -0.40957 -0.43986
O 3.73152 0.07362 -0.80400
Cl 3.76310 -1.29506 1.25696
H -4.52041 1.16765 1.73872
*
```

Total energy (eV): -34391.773
Orbital gap (eV): 8.72

=====

[3]
C3H7NO2 | ωB97M-V/def2-TZVPD

Geometry as ORCA input:
```
! RIJCOSX wB97M-V def2-TZVPD def2/J DEFGRID3
* xyz 0 1
C 0.29579 1.19915 0.17898
C 1.15553 -0.09851 0.64686
H -0.88613 -1.38832 0.38945
H 2.13659 0.22026 1.08411
O 0.73340 2.33033 -0.24389
O 1.38328 -0.77763 -0.71912
H 1.00883 -0.88021 1.49032
C -1.52776 -0.39622 0.01117
H -2.56783 -0.38010 0.74321
H 2.55094 -1.14123 -1.03366
H -1.61781 1.32253 -1.15029
N -0.93012 0.72165 -0.17056
H -1.73473 -0.73172 -1.22658
*
```

Total energy (eV): -8803.195
Orbital gap (eV): 9.43

=====

Number 1: strongest force on any atom 2.566 eV/Å. Number 2: strongest force on any atom 4.989 eV/Å. Number 3: strongest force on any atom 11.256 eV/Å.